# 1
Computed, not measured: C7H18BaF3O21S4 as an isolated structure at a distorted geometry, with the ωB97M-V functional and the def2-TZVPD basis.

The calculation puts the HOMO energy at 6.90 eV. Its LUMO energy is 0.3314 hartree. The calculation puts the HOMO-LUMO gap at 2.12 eV.

ORCA input file:
```
! RIJCOSX wB97M-V def2-TZVPD def2/J DEFGRID3
* xyz -5 1
H 3.20 -3.64 1.89
H 3.35 -1.67 1.19
H -1.57 -1.18 -2.41
H -4.24 3.66 0.42
C 2.37 -3.01 2.23
H 2.79 -2.68 3.18
S -1.85 -0.61 2.95
O -4.24 2.53 2.07
O 4.66 -1.38 0.01
O 2.40 -1.91 1.30
H -2.22 -1.10 0.33
H -3.88 1.92 0.14
C -0.65 1.09 -4.57
O 0.69 1.11 -2.18
O -0.41 -0.64 2.56
O 3.09 4.57 -0.24
O 0.23 -3.31 3.31
H -1.98 3.92 1.47
O -1.97 -1.30 4.23
O 1.67 4.68 1.75
C 1.03 -3.79 2.27
C -0.89 -2.92 -1.43
O -2.29 0.79 3.05
H 0.85 -3.35 -0.75
H -0.91 -3.35 -2.44
H 0.55 -3.68 1.29
H -0.09 -2.42 3.05
O 1.26 2.94 -3.82
O -2.60 -1.43 1.99
O -1.80 -0.74 -0.49
F -1.72 1.16 -3.79
C -1.83 -1.68 -1.47
S 1.82 4.15 0.38
S 1.05 1.52 -3.53
O 0.82 4.61 -0.60
O 0.42 -2.52 -1.01
H -3.61 2.03 2.61
Ba 0.73 0.24 0.19
O 1.93 2.67 0.37
H 1.05 -4.88 2.41
O 4.10 -0.85 -2.33
H -1.33 -3.68 -0.77
F -0.81 1.97 -5.59
H -2.82 -2.11 -1.71
C -3.68 2.79 0.78
O 2.12 0.71 -4.11
C -2.20 3.10 0.78
O 5.41 0.68 -1.07
F -0.53 -0.15 -5.09
H -2.01 3.42 -0.25
O 3.20 0.51 -0.50
O -1.36 2.00 1.03
H -1.62 1.58 1.88
S 4.31 -0.31 -0.98
*
```

# 2
Computed, not measured: C7H18ClI2OP2Pm as an isolated structure at a distorted geometry, with the ωB97M-V functional and the def2-TZVPD basis.

The expectation value of S² is 6.0443. The calculation puts the HOMO energy (alpha / beta) at -14.94 / -14.94 eV. Its LUMO energy (alpha / beta) is -0.3030 / -0.2949 hartree. The calculation puts the HOMO-LUMO gap (alpha / beta) at 6.69 / 6.91 eV.

ORCA input file:
```
! RIJCOSX wB97M-V def2-TZVPD def2/J DEFGRID3
* xyz 2 5
H -1.86 -3.24 -2.38
H -0.10 3.45 1.49
O -2.73 1.84 1.73
H 2.98 2.55 2.60
C 0.69 3.42 0.72
C -1.05 -2.58 -2.04
H -2.80 -3.78 0.21
H -2.47 -2.62 1.64
H -3.72 -0.52 -0.01
H -0.10 -3.10 -1.78
H -0.81 -1.76 -2.75
C 2.30 1.66 2.53
H 1.48 4.17 0.87
H 1.46 1.68 3.27
C -1.85 1.19 1.32
H -3.05 -0.15 -1.66
C -3.30 -0.95 -0.94
I 3.81 -2.79 -0.72
H 0.23 3.46 -0.29
P 1.60 1.85 0.86
H -1.09 -3.62 0.96
H 2.45 1.82 -1.40
Cl -0.34 1.02 -1.87
H 3.53 2.67 -0.15
Pm 0.08 -0.20 0.35
H 3.47 0.81 -0.30
H 2.83 0.68 2.58
C -2.06 -3.12 0.72
P -1.76 -1.83 -0.53
I 3.15 -2.02 -3.29
H -3.92 -1.76 -1.38
C 2.93 1.78 -0.39
*
```

# 3
Computed, not measured: a 2-piece molecular cluster, C7H18FN2O5PS2 overall at a distorted geometry, with the ωB97M-V functional and the def2-TZVPD basis.

The calculation puts the HOMO energy at -9.02 eV. Its LUMO energy is -0.0012 hartree. Its SMILES is CCOCCON([PH2]=S)S(=O)(=O)F.CN(C)C=O. The calculation puts the HOMO-LUMO gap at 8.99 eV.

ORCA input file:
```
! RIJCOSX wB97M-V def2-TZVPD def2/J DEFGRID3
* xyz 0 1
O 1.25 2.34 -4.09
H 0.79 1.00 -1.76
H 0.86 1.99 0.40
C 0.22 0.12 -2.13
H -3.43 -1.69 3.35
H 0.23 -0.78 4.81
C -2.65 -1.99 4.05
O 3.47 1.88 -3.20
C -0.17 2.41 0.34
H -1.01 0.30 0.24
O -0.20 -0.15 2.16
H -0.17 3.15 -0.51
H -2.90 -1.63 5.05
N -1.37 -1.43 3.65
H -0.41 3.00 1.26
H 2.47 -2.30 -2.29
H -2.58 -3.08 4.05
H 0.31 -0.70 -1.36
O 0.58 -0.33 -3.46
C -1.24 -0.65 2.55
C -0.19 -1.72 4.45
O -1.69 1.56 -1.37
C -1.29 1.35 0.00
H -1.96 -0.46 -2.05
H -2.17 1.58 0.66
P 2.99 -0.99 -2.54
N 1.93 -0.22 -3.72
H 0.55 -2.22 3.83
C -1.34 0.47 -2.20
H -1.52 0.80 -3.25
S 2.40 1.40 -4.10
S 4.80 -1.18 -3.25
H -2.19 -0.49 2.02
H 3.03 -0.33 -1.28
F 3.05 1.35 -5.61
H -0.46 -2.36 5.29
*
```

# 4
Computed, not measured: C7H18GaO3Zn as an isolated structure at a distorted geometry, with the ωB97M-V functional and the def2-TZVPD basis.

The calculation puts the HOMO energy at -12.26 eV. Its LUMO energy is -0.3277 hartree. The calculation puts the HOMO-LUMO gap at 3.35 eV.

ORCA input file:
```
! RIJCOSX wB97M-V def2-TZVPD def2/J DEFGRID3
* xyz 1 1
H 0.62 -1.48 -1.20
H 2.25 -0.98 0.15
Ga -1.75 -1.30 0.08
C -3.68 -0.59 -0.31
H -1.20 1.10 -2.19
H 5.51 -0.61 1.30
H 4.00 -1.63 1.78
H 1.56 1.84 1.36
C 0.18 1.64 -0.45
C 4.39 -0.82 1.01
C 1.15 0.95 0.68
H 0.58 0.23 1.41
H -0.82 -1.38 -2.41
C 2.47 0.19 0.08
H 2.72 0.43 -1.04
Zn -3.08 2.14 0.98
H 0.63 0.91 -2.61
H -0.83 1.99 0.08
O -4.38 -0.56 1.01
H -1.90 -2.92 0.12
H -1.29 -0.87 1.55
H -3.25 0.53 1.96
C -0.38 -0.89 -1.41
O 3.62 0.43 1.00
C -0.17 0.70 -1.74
H 0.68 2.64 -0.88
H -3.63 0.45 -0.84
H 4.40 -1.31 -0.06
H -4.23 -1.43 -0.96
O -4.17 0.60 1.57
*
```

# 5
Computed, not measured: one molecule with the formula C7H18N2O6S2 at a distorted geometry, with the ωB97M-V functional and the def2-TZVPD basis.

The calculation puts the HOMO energy at -9.05 eV. Its LUMO energy is -0.1010 hartree. Its SMILES is CC(C)[C@H](OS(N)(=O)=O)[C@H](C)COS(N)(=O)=O. The calculation puts the HOMO-LUMO gap at 6.30 eV.

ORCA input file:
```
! RIJCOSX wB97M-V def2-TZVPD def2/J DEFGRID3
* xyz 0 1
H 2.80 -1.66 -2.16
H 0.67 0.45 -0.58
H 1.41 -2.58 -1.95
N 2.00 -1.82 -1.58
H -0.92 -0.24 2.83
H 0.26 3.07 -0.75
H -2.77 0.73 -2.84
H -2.19 1.60 1.67
O -1.34 0.37 -0.65
H 1.44 -2.07 1.95
H -0.21 -1.67 0.23
O -1.27 0.91 -3.33
C 1.39 -1.12 1.45
C -0.05 -0.86 0.96
O 1.59 -3.43 -0.60
N -2.63 -0.05 -2.23
H 1.77 2.57 0.06
S 2.67 -2.51 -0.33
O 3.79 -2.54 -1.26
H -1.98 2.74 0.35
C -1.06 -1.02 2.08
H 1.74 -0.37 2.21
H -2.83 -0.92 -2.66
C 0.75 2.86 0.26
C -1.51 2.37 1.23
O -1.29 -1.49 -2.57
H -2.09 -0.97 1.74
H -0.96 -1.99 2.57
H 0.40 1.54 1.90
C -0.08 1.76 0.94
C -0.14 0.46 0.11
H 0.74 3.76 0.94
H -1.35 3.21 1.93
S -1.02 -0.08 -2.25
O 2.27 -1.03 0.33
*
```

# 6
Computed, not measured: a 2-piece molecular cluster, C7H18N2P overall at a distorted geometry, with the ωB97M-V functional and the def2-TZVPD basis.

The expectation value of S² is 2.0140. The calculation puts the HOMO energy (alpha / beta) at -7.41 / -13.56 eV. Its LUMO energy (alpha / beta) is -0.0903 / -0.1857 hartree. The calculation puts the HOMO-LUMO gap (alpha / beta) at 4.95 / 8.51 eV.

ORCA input file:
```
! RIJCOSX wB97M-V def2-TZVPD def2/J DEFGRID3
* xyz 1 3
N -1.06 1.16 1.07
H -1.69 -1.00 -1.54
H 0.40 2.23 2.32
H 2.32 0.39 -2.28
H -0.55 -0.53 -2.86
C 2.19 0.27 -1.15
H 1.50 -2.09 0.84
C -0.76 -0.39 -1.81
H 0.26 -0.98 1.43
H 3.05 -0.15 -0.71
H 1.96 1.30 -0.63
P 0.72 -0.85 -0.91
H 1.73 1.07 1.98
C 1.00 1.72 1.60
H 1.81 -2.86 -1.28
C -3.43 1.44 1.99
H 0.35 -2.70 -2.14
H -4.06 1.76 1.05
H -3.97 0.67 2.64
H 1.56 2.42 0.88
H 1.77 -2.00 -2.88
C 0.44 -1.62 0.65
H -1.03 0.62 -1.72
N 0.10 1.11 0.62
H -0.33 -2.38 0.69
C -2.11 1.32 1.51
C 1.29 -2.30 -1.94
H -3.45 2.37 2.57
*
```

# 7
Computed, not measured: a 2-piece molecular cluster, C7H18N3 overall at a distorted geometry, with the ωB97M-V functional and the def2-TZVPD basis.

The calculation puts the HOMO energy at -11.44 eV. Its LUMO energy is -0.0906 hartree. The calculation puts the HOMO-LUMO gap at 8.97 eV.

ORCA input file:
```
! RIJCOSX wB97M-V def2-TZVPD def2/J DEFGRID3
* xyz 1 1
C 0.93 1.88 1.30
H -1.21 -1.57 2.14
H -2.06 0.65 -3.21
C -0.40 0.52 -1.93
C 2.39 -1.12 -0.11
H -2.20 0.46 0.86
N -1.70 0.62 -2.23
N -0.08 0.83 0.67
H 3.46 -0.97 -0.26
C -1.45 1.23 0.75
H -0.07 -0.01 1.10
C 0.33 0.43 -0.71
H -1.52 -1.21 -0.32
H 0.84 2.67 0.67
H 0.55 2.01 2.41
H 2.23 0.31 -1.58
H -2.26 1.29 -1.71
C -0.76 -2.16 1.38
H -0.16 -3.09 1.67
H 0.18 0.06 -2.78
C -1.01 -2.04 0.07
H -0.77 -2.76 -0.61
H -1.64 1.97 1.60
H 2.32 -1.33 0.98
H 2.02 1.40 1.30
H 2.01 -2.01 -0.64
N 1.71 0.12 -0.67
H -1.70 1.82 -0.15
*
```

# 8
Computed, not measured: an isolated ion of composition C7H18N4 and charge +2 at a distorted geometry, with the ωB97M-V functional and the def2-TZVPD basis.

The calculation puts the HOMO energy at -16.32 eV. Its LUMO energy is -0.2395 hartree. Its SMILES is C[N@H+]1C[C@]2(N)C[NH2+]C[C@]2(N)C1. The calculation puts the HOMO-LUMO gap at 9.80 eV.

ORCA input file:
```
! RIJCOSX wB97M-V def2-TZVPD def2/J DEFGRID3
* xyz 2 1
H -0.78 -2.37 1.74
H 0.41 1.36 3.20
N 1.00 -0.19 -1.57
C 0.43 -0.53 -2.84
C 0.83 -0.27 1.85
H 1.13 -0.97 2.58
C -0.48 1.62 1.40
H -2.82 0.45 0.17
N -0.97 -1.57 1.09
H 1.23 1.53 -0.39
H 1.80 -1.50 -0.20
H 2.09 -0.09 -1.67
H 0.03 1.77 -1.68
H -0.74 -0.56 -2.87
H -0.77 0.18 2.70
C -0.62 0.77 0.07
N -1.97 0.69 -0.39
C 0.46 1.12 -0.99
H -1.56 -1.97 0.29
H -2.11 0.40 -1.38
N -0.01 0.74 2.47
C 0.09 -0.73 0.66
H 1.75 0.19 1.50
H -1.40 2.10 1.63
H 0.16 2.44 1.08
C 0.84 -1.27 -0.61
H 0.80 0.27 -3.46
H 0.38 -2.23 -1.09
H 0.80 -1.40 -3.31
*
```

| no. | electronic energy (hartree) |
| --- | --- |
| 1 | -3775.102769 |
| 2 | -2698.830255 |
| 3 | -2000.661967 |
| 4 | -4206.546920 |
| 5 | -1634.248750 |
| 6 | -727.859743 |
| 7 | -441.393782 |
| 8 | -495.871943 |